Formula: CH3N3OS
Source: the Open Molecules 2025 dataset
Level of theory: the ωB97M-V functional and the def2-TZVPD basis

HOMO (alpha / beta) = -0.24735 / -0.39768 Ha
frontier orbital gap (alpha / beta) = 7.0 / 6.9 eV
total energy = -677.313478 a.u.
expectation value of S² = 2.024
spin multiplicity = 3
relative energy (zero: lowest compared OMol25 entry of this formula, charge and spin) = 429.67 kJ/mol
charge = 0
F_max = 8.16 eV/A

Element x y z (Å)
C1 0.45026 2.95253 -0.33699
N1 1.47562 2.43946 -0.43612
N2 0.12790 -2.38199 -0.29830
N3 -0.75021 0.02491 0.42307
O1 -2.22014 -2.13238 0.43457
S1 -1.00472 -1.44420 0.12204
H1 1.07336 -1.86248 -0.25748
H2 2.41598 1.93452 -0.46651
H3 -1.56804 0.46962 0.81572